Entry 1:
15
Properties=species:S:1:pos:R:3 method="wB97M-V/def2-TZVPD" smiles="C=C(Cl)N=C(C)C" lumo_energy_ev=0.91 e_above_lowest_kcal_mol=39.9 homo_lumo_gap_ev=10.195 multiplicity=1
C 2.404 -1.354 -0.966
C 2.353 -0.230 -0.298
Cl 3.461 0.424 0.791
N 1.179 0.855 -0.678
C 0.044 0.590 -0.195
C -1.034 1.580 -0.507
C -0.374 -0.520 0.668
H 3.320 -2.114 -0.814
H 1.746 -1.496 -1.774
H -0.516 2.594 -0.425
H -1.745 1.478 0.293
H -1.356 1.384 -1.518
H -0.602 -0.009 1.644
H 0.508 -1.219 0.926
H -1.237 -1.075 0.305

Entry 2:
16
Properties=species:S:1:pos:R:3 method="wB97M-V/def2-TZVPD" smiles="NC[C@@H]1OCC=C1Cl" lumo_energy_ev=0.83 e_above_lowest_kcal_mol=131.6 homo_lumo_gap_ev=9.795 multiplicity=1
N 1.538 -1.010 1.020
C 0.727 -1.527 -0.411
C 0.012 -0.172 -0.932
O 0.799 0.966 -0.498
C -0.142 1.933 0.201
C -1.311 1.028 0.521
C -1.317 -0.137 -0.214
Cl -2.408 -1.451 -0.449
H 2.336 -0.194 0.737
H 0.657 -0.635 1.731
H 1.524 -1.967 -1.228
H -0.163 -2.486 -0.239
H -0.062 -0.264 -2.075
H -0.345 2.745 -0.486
H 0.489 2.036 1.077
H -2.333 1.136 1.246

Entry 3:
16
Properties=species:S:1:pos:R:3 method="wB97M-V/def2-TZVPD" smiles="C=C(C)Cl.CN=C=O" lumo_energy_ev=0.67 e_above_lowest_kcal_mol=56.7 homo_lumo_gap_ev=10.208 multiplicity=1
C 2.051 -0.731 0.597
C 0.963 -0.687 1.306
C 0.889 0.380 2.354
Cl -0.498 -1.427 0.945
H 2.358 -1.339 -0.153
H 2.966 -0.124 0.970
H 1.682 1.029 2.160
H 0.904 0.051 3.403
H -0.085 0.806 2.270
C -1.284 -0.288 -2.696
N -1.572 0.487 -1.565
C -2.086 1.244 -0.838
O -2.508 2.078 -0.155
H -1.008 0.484 -3.385
H -0.622 -1.065 -2.225
H -2.149 -0.897 -2.988